(1)
Here is a cluster of 2 separate species, C2H10NO2 in total at a distorted geometry from OMol25. Energies are from the ωB97M-V functional and the def2-TZVPD basis.

XYZ file:
```
15
Properties=species:S:1:pos:R:3
C -0.07 -0.99 0.81
O -0.44 -2.28 0.39
C 0.85 -0.28 -0.38
N 0.36 -0.84 -1.75
H 0.26 -0.78 1.79
H -1.03 -0.54 0.95
H -0.02 -3.04 0.80
H 0.75 0.85 -0.33
H 1.88 -0.50 -0.29
H 0.29 -0.21 -2.54
H -0.59 -1.21 -1.65
H 1.05 -1.61 -1.98
H -1.24 3.82 0.61
H -0.87 4.12 2.10
O -1.19 3.47 1.48
```

Computed properties:
Charge ... +1
Kohn-Sham gap ... 10.618 eV
ΔE to the lowest compared entry with this formula, charge and spin ... 139.1 kJ/mol
Electronic energy ... -287.14334 Ha
E_HOMO ... -14.32 eV

Results of the natural (NBO) charge analysis, in e, for atoms 1 through 4: number 1, C, carries -0.0867; number 2, O, carries -0.7440; number 3, C, carries -0.2508; number 4, N, carries -0.6921

***

(2)
Here is a cluster of 3 separate species, C2H10NO2 in total at a distorted geometry from OMol25. Energies are from the ωB97M-V functional and the def2-TZVPD basis.

XYZ file:
```
15
Properties=species:S:1:pos:R:3
C 0.41 -0.45 -1.17
C 0.27 1.06 0.74
N 0.83 0.09 0.13
H 0.10 -1.48 -0.97
H 1.19 -0.51 -1.88
H -0.51 -0.02 -1.53
H -0.28 1.82 0.21
H 0.58 1.14 1.78
H 1.28 -0.59 0.73
H 1.64 -3.01 2.60
H 0.49 -3.93 3.11
O 0.66 -3.10 2.60
H -2.57 2.71 -2.78
H -2.08 3.61 -1.63
O -2.02 2.68 -1.96
```

Computed properties:
Charge ... +2
Spin multiplicity ... 2
Kohn-Sham gap (spin up / spin down) ... 12.527 / 1.812 eV
ΔE to the lowest compared entry with this formula, charge and spin ... 166.6 kJ/mol
Electronic energy ... -286.58453 Ha
⟨S²⟩ ... 0.757
E_HOMO (spin up / spin down) ... -20.97 / -17.61 eV

Results of the natural (NBO) charge analysis, in e, for atoms 1 through 4: number 1, C, carries -0.4460; number 2, C, carries 0.1547; number 3, N, carries -0.3662; number 4, H, carries 0.2488

***

(3)
Here is a cluster of 3 separate species, C2H10NO3 in total at a distorted geometry from OMol25. Energies are from the ωB97M-V functional and the def2-TZVPD basis.

XYZ file:
```
16
Properties=species:S:1:pos:R:3
C -1.13 -2.09 1.60
N -0.12 -1.29 0.79
C -0.48 -0.65 -0.57
O 0.16 0.50 -0.48
H -1.04 -3.11 1.23
H -2.11 -1.55 1.56
H -0.62 -2.10 2.61
H 0.22 -0.53 1.23
H -1.57 -0.48 -0.87
H 0.15 -1.17 -1.38
H 2.99 1.04 -0.26
H 1.57 0.35 -0.19
O 2.58 0.35 0.20
H -0.72 2.11 -0.75
H -0.86 2.31 -2.11
O -1.18 2.73 -1.32
```

Computed properties:
Charge ... -1
Kohn-Sham gap ... 8.092 eV
ΔE to the lowest compared entry with this formula, charge and spin ... 151.1 kJ/mol
Electronic energy ... -362.64985 Ha
E_HOMO ... -3.89 eV

Results of the natural (NBO) charge analysis, in e, for atoms 1 through 4: number 1, C, carries -0.4475; number 2, N, carries -0.6766; number 3, C, carries 0.1179; number 4, O, carries -0.9462

***

(4)
Here is a cluster of 3 separate species, C2H10NO3 in total at a distorted geometry from OMol25. Energies are from the ωB97M-V functional and the def2-TZVPD basis.

XYZ file:
```
16
Properties=species:S:1:pos:R:3
O 2.45 -0.27 -0.31
C 1.88 0.88 -0.31
C 0.49 1.18 0.18
N -0.18 -0.06 0.75
H 2.25 1.77 -0.86
H 0.30 1.97 0.90
H -0.13 1.36 -0.72
H -1.20 -0.10 0.64
H 0.24 -0.89 0.28
H 0.07 -0.12 1.74
H 1.49 -1.94 -1.05
H 0.96 -3.23 -0.24
O 0.76 -2.36 -0.54
H -3.51 -0.07 -0.19
H -2.96 1.29 -0.44
O -2.90 0.58 0.18
```

Computed properties:
Spin multiplicity ... 2
Kohn-Sham gap (spin up / spin down) ... 4.080 / 7.666 eV
ΔE to the lowest compared entry with this formula, charge and spin ... 42.7 kJ/mol
Electronic energy ... -362.56205 Ha
⟨S²⟩ ... 0.754
E_HOMO (spin up / spin down) ... -3.92 / -7.58 eV

Results of the natural (NBO) charge analysis, in e, for atoms 1 through 4: number 1, O, carries -0.7907; number 2, C, carries -0.0014; number 3, C, carries -0.2817; number 4, N, carries -0.7225

***

(5)
Here is a cluster of 2 separate species, C2H10NOS in total from OMol25. Energies are from the ωB97M-V functional and the def2-TZVPD basis.

XYZ file:
```
15
Properties=species:S:1:pos:R:3
C 0.75 -0.11 -0.54
C 0.46 0.10 -2.01
S -0.63 -1.20 -2.67
N -0.54 -0.07 0.24
H 1.24 -1.06 -0.30
H 1.42 0.63 -0.11
H 0.02 1.08 -2.18
H 1.42 0.17 -2.51
H 0.15 -2.19 -2.23
H -1.27 -0.53 -0.32
H -0.47 -0.51 1.17
H -0.83 0.89 0.39
H -0.04 1.12 4.24
H -1.30 0.95 3.40
O -0.36 0.73 3.42
```

Computed properties:
Charge ... +1
Kohn-Sham gap ... 10.304 eV
ΔE to the lowest compared entry with this formula, charge and spin ... 6.9 kJ/mol
Electronic energy ... -610.13480 Ha
E_HOMO ... -13.71 eV

Results of the natural (NBO) charge analysis, in e, for atoms 1 through 4: number 1, C, carries -0.2301; number 2, C, carries -0.5669; number 3, S, carries 0.0227; number 4, N, carries -0.6853

***

(6)
Here is a cluster of 2 separate species, C2H10NOS in total at a distorted geometry from OMol25. Energies are from the ωB97M-V functional and the def2-TZVPD basis.

XYZ file:
```
15
Properties=species:S:1:pos:R:3
C -1.16 0.30 -0.15
C -0.92 -1.19 0.20
S -2.62 -1.93 -0.02
N 0.13 1.07 -0.01
H -1.48 0.44 -1.17
H -1.86 0.67 0.60
H -0.25 -1.63 -0.55
H -0.52 -1.38 1.20
H -3.02 -1.51 1.18
H 0.49 1.04 0.94
H 0.87 0.64 -0.57
H -0.06 2.06 -0.18
H 3.67 0.93 0.12
H 3.61 0.14 -1.19
O 3.12 0.36 -0.39
```

Computed properties:
Charge ... +1
Kohn-Sham gap ... 9.396 eV
ΔE to the lowest compared entry with this formula, charge and spin ... 25.2 kJ/mol
Electronic energy ... -610.12782 Ha
E_HOMO ... -13.01 eV

Results of the natural (NBO) charge analysis, in e, for atoms 1 through 4: number 1, C, carries -0.2390; number 2, C, carries -0.5340; number 3, S, carries 0.0260; number 4, N, carries -0.6819

***

(7)
Here is a cluster of 2 separate species, C2H10NOS2 in total from OMol25. Energies are from the ωB97M-V functional and the def2-TZVPD basis.

XYZ file:
```
16
Properties=species:S:1:pos:R:3
S -1.69 0.37 0.47
S -3.03 -1.13 0.95
H -2.50 1.05 -0.36
H -3.37 -0.67 2.16
C 1.46 0.07 -0.46
O 1.39 -1.30 -0.20
C 2.85 0.32 -1.02
N 3.13 1.81 -0.96
H 1.26 0.66 0.45
H 0.71 0.38 -1.19
H 0.46 -1.51 -0.04
H 3.60 -0.18 -0.42
H 2.94 0.03 -2.06
H 3.16 2.14 0.00
H 2.36 2.32 -1.41
H 3.99 2.06 -1.45
```

Computed properties:
Charge ... +1
Kohn-Sham gap ... 8.439 eV
ΔE to the lowest compared entry with this formula, charge and spin ... 109.5 kJ/mol
Electronic energy ... -1008.29694 Ha
E_HOMO ... -12.36 eV

Results of the natural (NBO) charge analysis, in e, for atoms 1 through 4: number 1, S, carries -0.1966; number 2, S, carries -0.0853; number 3, H, carries 0.1483; number 4, H, carries 0.1424

***

(8)
Here is a cluster of 2 separate species, C2H10NS2 in total at a distorted geometry from OMol25. Energies are from the ωB97M-V functional and the def2-TZVPD basis.

XYZ file:
```
15
Properties=species:S:1:pos:R:3
C 1.79 0.98 -1.65
N 1.15 1.41 -0.31
H 1.72 1.92 -2.24
H 1.10 0.22 -2.13
H 2.95 0.81 -1.64
H 0.32 2.00 -0.37
H 0.73 0.47 -0.16
H 1.73 1.85 0.38
C -1.81 -1.95 1.82
S -0.59 -0.61 1.67
S -1.37 0.15 -0.22
H -2.31 -2.64 1.08
H -1.57 -2.54 2.64
H -2.60 -1.14 2.11
H -1.25 -0.93 -0.98
```

Computed properties:
Charge ... +1
Kohn-Sham gap ... 8.931 eV
ΔE to the lowest compared entry with this formula, charge and spin ... 228.2 kJ/mol
Electronic energy ... -932.99728 Ha
E_HOMO ... -12.74 eV

Results of the natural (NBO) charge analysis, in e, for atoms 1 through 4: number 1, C, carries -0.4570; number 2, N, carries -0.7421; number 3, H, carries 0.2360; number 4, H, carries 0.2484

***

(9)
Here is a cluster of 3 separate species, C2H10O2 in total at a distorted geometry from OMol25. Energies are from the ωB97M-V functional and the def2-TZVPD basis.

XYZ file:
```
14
Properties=species:S:1:pos:R:3
C -0.22 1.46 -1.13
C 0.93 1.27 -0.15
H 0.18 1.17 -2.11
H -0.55 2.48 -1.15
H -1.00 0.69 -1.14
H 0.91 0.31 0.36
H 1.91 1.28 -0.61
H 0.87 2.01 0.64
O 1.77 -0.86 2.40
H 1.64 0.11 2.38
H 1.20 -1.09 1.65
O -2.27 -1.76 -1.20
H -2.51 -1.53 -0.29
H -2.50 -1.01 -1.75
```

Computed properties:
SMILES string ... CC.O.O
Kohn-Sham gap ... 12.175 eV
ΔE to the lowest compared entry with this formula, charge and spin ... 60.3 kJ/mol
Electronic energy ... -232.64624 Ha
E_HOMO ... -11.54 eV

Results of the natural (NBO) charge analysis, in e, for atoms 1 through 4: number 1, C, carries -0.6253; number 2, C, carries -0.6057; number 3, H, carries 0.2089; number 4, H, carries 0.2121

***

(10)
Here is a cluster of 3 separate species, C2H10O2S2 in total at a distorted geometry from OMol25. Energies are from the ωB97M-V functional and the def2-TZVPD basis.

XYZ file:
```
16
Properties=species:S:1:pos:R:3
C -2.87 2.58 -1.62
C -2.45 1.60 -2.65
S -2.92 -0.08 -2.23
S -1.57 -0.85 -0.82
H -2.85 3.61 -2.01
H -2.29 2.64 -0.69
H -3.89 2.50 -1.25
H -1.36 1.59 -2.83
H -2.80 1.73 -3.68
H -0.32 -0.53 -1.08
O 4.74 -0.57 3.82
H 3.95 -0.62 4.35
H 4.48 -0.31 2.91
O 3.78 -4.48 2.49
H 2.95 -4.90 2.16
H 3.43 -3.89 3.14
```

Computed properties:
SMILES string ... CCSS.O.O
Kohn-Sham gap ... 8.580 eV
ΔE to the lowest compared entry with this formula, charge and spin ... 113.0 kJ/mol
Electronic energy ... -1029.01586 Ha
E_HOMO ... -8.50 eV

Results of the natural (NBO) charge analysis, in e, for atoms 1 through 4: number 1, C, carries -0.6397; number 2, C, carries -0.5501; number 3, S, carries 0.1139; number 4, S, carries -0.1739

***

(11)
Here is a cluster of 3 separate species, C2H10O2S2 in total at a distorted geometry from OMol25. Energies are from the ωB97M-V functional and the def2-TZVPD basis.

XYZ file:
```
16
Properties=species:S:1:pos:R:3
C -0.05 2.54 -1.06
C 0.15 1.13 -0.61
S -0.88 1.01 0.99
S 0.18 0.24 2.54
H 0.23 3.33 -0.29
H -1.03 2.87 -1.31
H 0.51 2.72 -1.98
H 1.22 0.70 -0.51
H -0.22 0.45 -1.41
H -0.54 -0.92 2.45
O 0.86 -2.15 1.67
H 0.59 -2.37 0.74
H 1.78 -1.92 1.75
O -0.85 -2.11 -1.03
H -1.18 -2.69 -0.23
H -0.76 -2.81 -1.72
```

Computed properties:
SMILES string ... CCSS.O.O
Kohn-Sham gap ... 8.374 eV
ΔE to the lowest compared entry with this formula, charge and spin ... 170.4 kJ/mol
Electronic energy ... -1028.99400 Ha
E_HOMO ... -8.11 eV

Results of the natural (NBO) charge analysis, in e, for atoms 1 through 4: number 1, C, carries -0.6409; number 2, C, carries -0.5130; number 3, S, carries 0.0187; number 4, S, carries -0.1232

***

(12)
Here is a cluster of 3 separate species, C2H10O2S2 in total at a distorted geometry from OMol25. Energies are from the ωB97M-V functional and the def2-TZVPD basis.

XYZ file:
```
16
Properties=species:S:1:pos:R:3
C 1.16 0.18 1.72
S 0.86 -0.80 0.26
S -0.60 0.41 -0.61
C -0.44 -0.20 -2.31
H 1.24 1.25 1.48
H 2.10 -0.12 2.15
H 0.37 0.16 2.47
H 0.55 0.04 -2.69
H -1.20 0.23 -2.93
H -0.54 -1.28 -2.29
O -2.37 -2.81 1.04
H -3.02 -2.11 0.95
H -1.72 -2.61 0.35
O 1.16 3.40 0.27
H 1.65 2.77 -0.27
H 1.24 4.25 -0.17
```

Computed properties:
SMILES string ... CSSC.O.O
Kohn-Sham gap ... 8.590 eV
ΔE to the lowest compared entry with this formula, charge and spin ... 66.9 kJ/mol
Electronic energy ... -1029.03343 Ha
E_HOMO ... -8.10 eV

Results of the natural (NBO) charge analysis, in e, for atoms 1 through 4: number 1, C, carries -0.7689; number 2, S, carries 0.0739; number 3, S, carries 0.0652; number 4, C, carries -0.7367

***

Q: Which value of ΔE to the lowest compared entry with this formula, charge and spin does entry 10 give?
A: 113.0 kJ/mol

***

Q: Among the records above, which one has the highest ΔE to the lowest compared entry with this formula, charge and spin?
A: C2H10NS2

***

Q: Number 10 is which compound?
A: C2H10O2S2